77
Properties=species:S:1:pos:R:3:forces:R:3 method="wB97M-V/def2-TZVPD" de_lowest_kcal_mol=6.70 charge=+1 spin_multiplicity=1 e_homo_ev=-11.863 lumo_energy_ev=-3.3 molar_mass_da=392.63
C 1.574 1.091 2.043 0.0 -0.1 0.3
O 1.594 1.835 0.846 -0.2 0.1 -0.2
C 1.833 3.218 1.025 -0.2 -0.2 0.0
C 0.716 4.036 0.375 -0.2 0.1 0.2
C -0.659 3.378 0.650 0.5 0.4 -0.1
P -1.947 4.575 1.016 -0.2 -0.3 0.1
C -3.348 3.897 1.962 0.3 -0.1 0.0
C -3.147 2.429 2.355 0.0 -0.1 0.2
C -4.413 1.822 2.961 0.2 0.2 0.3
C -4.329 0.304 3.044 -0.2 -0.5 0.2
N -4.234 -0.428 1.772 0.6 0.7 -0.3
C -4.954 0.051 0.672 -0.3 -0.1 -0.1
N -6.171 0.362 0.796 0.0 0.3 0.2
N -4.250 0.154 -0.578 -0.1 -0.5 0.4
H 0.680 1.294 2.648 -0.1 0.1 0.0
H 1.564 0.034 1.792 0.1 0.0 -0.1
H 2.443 1.311 2.666 0.1 -0.1 0.0
H 1.870 3.454 2.092 0.1 0.0 0.0
H 2.790 3.472 0.572 0.1 0.1 0.1
H 0.743 5.037 0.812 0.2 0.1 -0.1
H 0.881 4.149 -0.693 -0.1 -0.1 -0.1
H -0.574 2.744 1.529 -0.1 -0.2 0.0
H -0.953 2.779 -0.209 -0.2 -0.2 0.1
H -1.359 5.612 1.740 0.0 0.1 -0.1
H -2.429 5.137 -0.165 0.1 0.2 0.0
H -4.259 4.047 1.387 0.0 0.0 -0.1
H -3.418 4.496 2.870 -0.2 0.1 0.0
H -2.363 2.387 3.117 0.1 -0.1 0.0
H -2.784 1.819 1.526 -0.2 0.1 -0.2
H -5.317 2.158 2.457 0.0 -0.1 -0.2
H -4.484 2.178 3.991 -0.1 0.1 0.0
H -3.428 0.053 3.606 0.0 -0.1 0.0
H -5.159 -0.083 3.631 -0.2 0.1 -0.1
H -3.269 -0.578 1.524 0.1 -0.1 0.0
H -6.547 0.652 -0.101 0.0 0.0 -0.1
H -3.846 1.075 -0.668 0.0 0.1 -0.2
H -3.513 -0.540 -0.625 0.1 0.0 -0.2
C -1.041 -2.118 -2.326 -0.1 0.0 0.1
C -2.102 -3.172 -2.024 0.1 0.0 0.1
C -1.935 -4.453 -2.838 0.0 0.0 0.0
C -2.055 -4.270 -4.352 0.0 0.1 0.0
C -3.373 -3.656 -4.822 0.0 -0.1 0.0
C -4.595 -4.503 -4.479 0.0 0.1 0.0
H -1.076 -1.793 -3.367 0.0 0.0 0.0
H -1.186 -1.231 -1.700 0.1 0.0 0.0
H -0.041 -2.505 -2.125 0.0 0.0 0.0
H -3.099 -2.750 -2.188 0.0 0.0 0.0
H -2.051 -3.429 -0.962 0.0 0.0 0.0
H -2.670 -5.186 -2.497 0.0 0.0 0.0
H -0.955 -4.888 -2.616 0.0 0.0 0.0
H -1.929 -5.247 -4.828 0.0 0.0 0.0
H -1.227 -3.654 -4.714 0.0 0.0 0.0
H -3.325 -3.526 -5.906 0.0 0.0 0.0
H -3.493 -2.653 -4.403 0.0 0.0 0.0
H -4.516 -5.496 -4.924 0.0 0.0 0.0
H -5.507 -4.039 -4.856 0.0 0.0 0.0
H -4.714 -4.625 -3.401 0.0 0.0 0.0
C 4.329 0.631 -0.385 0.1 0.0 -0.1
C 5.525 -0.275 -0.661 -0.1 0.0 0.0
C 5.749 -1.324 0.426 0.0 0.0 0.0
C 6.051 -0.757 1.815 0.0 0.0 0.0
C 7.269 0.164 1.882 0.0 -0.1 0.0
C 8.575 -0.526 1.501 0.0 0.1 0.0
H 4.461 1.202 0.537 0.0 0.0 0.0
H 4.188 1.347 -1.197 0.0 0.0 0.0
H 3.412 0.047 -0.293 0.0 0.0 0.0
H 6.424 0.333 -0.791 0.0 0.0 0.0
H 5.367 -0.789 -1.612 0.0 0.0 0.0
H 6.560 -1.987 0.117 0.0 0.0 0.0
H 4.858 -1.957 0.497 0.0 0.0 0.0
H 6.202 -1.593 2.505 0.0 0.0 0.0
H 5.176 -0.215 2.188 0.0 0.0 0.0
H 7.356 0.548 2.902 0.0 0.0 0.0
H 7.116 1.038 1.242 0.0 0.0 0.0
H 8.769 -1.377 2.156 0.0 0.0 0.0
H 9.416 0.161 1.589 0.0 0.0 0.0
H 8.555 -0.889 0.473 0.0 0.0 0.0